A molecular structure, C33H53MoN5O7S5Si4 at a distorted geometry. Source: the OMol25 dataset; level of theory: ωB97M-V/def2-TZVPD.

HOMO (alpha / beta), eV: -3.0 / -3.3
Frontier orbital gap (alpha / beta), eV: 6.8 / 5.1
E_LUMO (alpha / beta), Eh: 0.141 / 0.068
Spin multiplicity: 3
Electronic energy, eV: -144404.91953
Net charge: -2

XYZ file:
```
108
C33H53MoN5O7S5Si4 ωB97M-V/def2-TZVPD
Mo 0.31 -0.01 0.42
O 1.32 -1.39 0.76
O 2.19 -2.33 0.89
C -0.43 -1.25 -1.47
H -0.01 -1.00 -2.43
H -1.50 -1.10 -1.46
H -0.15 -2.26 -1.16
C 3.30 -3.15 -1.76
Si 3.02 -1.51 -2.60
C 4.67 -1.12 -3.43
C 1.87 -1.90 -4.05
Si 2.25 0.37 -1.36
Si 3.90 1.06 0.19
C 5.57 1.43 -0.59
C 3.34 2.68 0.97
C 4.23 -0.13 1.58
Si 2.13 2.09 -3.00
C 1.62 3.76 -2.33
C 0.99 1.81 -4.47
C 3.81 2.40 -3.81
H 3.49 -3.90 -2.53
H 2.45 -3.45 -1.15
H 4.16 -3.10 -1.08
H 5.02 -2.04 -3.92
H 5.44 -0.80 -2.72
H 4.58 -0.35 -4.19
H 2.43 -2.47 -4.80
H 1.48 -1.01 -4.53
H 1.02 -2.51 -3.73
H 5.53 2.26 -1.29
H 5.99 0.57 -1.11
H 6.27 1.71 0.22
H 3.33 3.50 0.25
H 4.03 2.95 1.78
H 2.34 2.59 1.38
H 4.57 -1.10 1.21
H 3.33 -0.31 2.16
H 5.00 0.30 2.23
H 0.59 3.74 -1.98
H 1.69 4.50 -3.13
H 2.24 4.09 -1.50
H -0.05 1.75 -4.14
H 1.22 0.90 -5.03
H 1.10 2.66 -5.15
H 4.60 2.58 -3.09
H 3.71 3.30 -4.44
H 4.12 1.58 -4.45
O -3.99 -0.60 0.69
S -2.82 -0.55 1.55
N -1.57 -0.09 0.88
S -0.59 4.69 0.62
C -0.28 3.13 0.27
N -0.06 2.01 0.02
C -3.49 -1.91 7.42
C -3.33 -1.28 8.77
O -3.92 -1.64 9.76
S -2.24 0.15 8.97
C -1.48 0.35 7.39
C -0.34 -0.39 7.06
C 0.25 -0.24 5.82
C -0.27 0.66 4.89
C -1.39 1.41 5.24
C -1.99 1.26 6.48
C 0.28 0.75 3.57
C 0.66 0.75 2.42
H -3.85 -2.93 7.55
H -2.58 -1.90 6.82
H -4.25 -1.35 6.87
H 0.06 -1.10 7.78
H 1.09 -0.86 5.54
H -1.81 2.09 4.51
H -2.87 1.84 6.74
C -3.28 2.55 -0.98
N -3.75 1.81 -2.16
C -4.46 2.67 -3.09
C -2.73 1.04 -2.75
O -1.55 1.26 -2.58
N -3.19 0.02 -3.54
C -4.53 -0.51 -3.47
C -2.24 -0.77 -4.30
H -4.15 2.92 -0.45
H -2.63 3.39 -1.24
H -2.73 1.87 -0.33
H -3.85 3.53 -3.39
H -5.37 3.04 -2.62
H -4.74 2.11 -3.99
H -5.08 -0.01 -2.68
H -4.49 -1.58 -3.24
H -5.06 -0.39 -4.42
H -1.28 -0.25 -4.33
H -2.60 -0.90 -5.32
H -2.09 -1.75 -3.85
O -5.56 -6.39 3.75
S -4.43 -6.47 2.86
O -3.89 -7.78 2.62
N -3.26 -5.43 3.31
C -3.06 -4.48 2.42
S -1.97 -3.20 2.55
C -3.95 -4.61 1.20
C -4.00 -3.82 0.07
C -4.95 -4.12 -0.90
C -5.82 -5.20 -0.76
C -5.75 -6.01 0.37
C -4.81 -5.69 1.33
H -3.33 -2.97 -0.04
H -5.01 -3.50 -1.79
H -6.55 -5.40 -1.52
H -6.41 -6.85 0.50
```

Atom charges from the Mulliken analysis, given in e for atoms 1 to 6:
1 Mo 1.477
2 O -0.410
3 O -0.582
4 C -0.676
5 H -0.185
6 H -0.047